# C70H87BF5N4O7P2

A 10-piece molecular cluster, C70H87BF5N4O7P2 overall at a distorted geometry (the ωB97M-V functional and the def2-TZVPD basis, OMol25).

LUMO in eV: -3.801

```
! wB97M-V def2-TZVPD RIJCOSX def2/J DEFGRID3
* xyz 1 1
H -3.897 2.435 -7.692
H -5.231 -3.299 -8.905
F -1.300 -4.210 -0.779
H -5.271 1.714 3.638
C -3.026 0.380 7.370
H 4.501 -2.840 4.644
N -1.261 2.096 -5.646
C 0.608 -0.898 -1.243
C -1.502 -3.501 -1.958
H 0.490 -2.374 2.134
O 2.416 -1.701 0.652
C -1.103 4.677 3.293
C 2.499 -3.585 4.422
H -1.063 1.895 3.631
P 1.110 -2.215 0.001
H 0.839 6.124 4.990
H 2.532 -3.782 -0.665
H -4.615 1.614 -2.247
H 3.556 -0.763 4.899
C 5.891 9.160 3.296
H 2.507 1.240 1.773
C -1.886 1.145 -3.445
C -2.259 3.615 -8.435
H -3.759 3.183 0.069
H 0.975 0.165 1.473
F -2.422 -1.996 -0.305
C -5.649 -0.179 4.584
H -3.604 -1.531 6.573
H 2.797 -1.933 -3.798
C 5.845 1.949 6.434
C 4.966 -0.295 6.451
C 2.678 -8.073 1.720
C 6.338 8.447 4.403
C 5.086 2.238 5.304
H 6.552 6.507 5.304
H -1.362 4.521 2.197
H 2.314 -1.186 -8.658
C -2.096 -1.043 9.572
H 2.232 5.817 3.746
C -1.767 4.363 -9.500
H -6.018 0.266 5.502
H -0.787 4.822 -9.434
H 5.136 3.223 4.855
H 2.095 -6.269 2.733
H -2.765 -2.798 8.527
C 1.971 -2.332 -6.871
C -0.020 1.518 3.391
H -2.842 0.649 -3.823
H 6.483 2.711 6.867
C 5.612 6.393 3.374
H -0.586 -1.139 -3.021
H 5.507 5.314 3.403
H -3.522 -2.761 -5.009
C -4.752 0.063 2.362
C -5.659 -0.748 -6.711
H -2.287 2.218 -5.555
H 2.869 -4.869 8.050
C 1.989 -6.870 1.836
C 1.878 -3.605 -6.318
C -5.119 -2.709 -8.002
H 3.322 -8.409 2.525
O 1.613 1.371 -0.121
O -4.387 0.802 -1.744
H -3.096 3.497 -1.649
H -0.408 2.471 1.394
C -5.228 0.634 3.537
H -4.315 -1.764 1.320
P -2.917 1.065 -0.901
H -3.763 -4.098 -7.079
H -3.389 0.935 6.512
H -5.932 -2.198 5.267
H -4.390 4.058 -11.629
C 4.201 -0.004 5.328
C 1.710 -8.418 -0.460
H -4.740 -0.618 -4.771
H 0.800 2.266 -4.786
H 0.382 -6.876 -1.152
C -1.979 0.342 9.540
H -1.663 3.496 -7.536
H 3.079 -9.782 0.481
H 0.634 -5.498 0.888
C 5.786 0.683 7.006
H 6.795 8.969 5.237
C 2.245 -2.179 -8.226
H -1.949 3.339 -0.168
H -1.159 1.656 -6.578
H 1.667 -3.723 -5.261
C -4.279 3.176 -9.673
O 2.004 -2.079 -3.242
H -1.429 5.709 3.666
H -2.145 2.255 -3.320
C -2.677 -1.718 8.503
H -0.248 2.354 -1.055
H -4.425 0.698 1.545
C -2.902 2.966 -0.652
H 0.559 6.590 3.253
F -3.025 -1.699 -2.450
H -2.154 5.108 -11.478
H -1.734 -1.598 10.431
H 6.379 0.457 7.885
C 0.439 4.400 3.646
O 0.024 -2.437 1.268
H -6.435 -1.148 -8.675
C 4.262 1.262 4.753
H 0.698 1.746 4.255
C 5.298 8.491 2.231
H 0.484 3.879 4.665
C 2.430 -3.300 -9.029
H 2.472 -5.447 -9.104
H -0.059 0.390 3.303
C -3.791 3.931 -10.734
C -1.919 -1.998 -1.607
C 1.464 1.190 1.326
H 4.923 -1.283 6.895
C 0.685 0.637 -0.842
H 4.945 9.048 1.370
H 2.650 -3.181 -10.083
H 3.667 1.488 3.874
H -1.834 -0.453 -5.691
B 1.852 -0.989 -2.331
C 1.577 -4.715 6.340
C 2.540 -8.846 0.572
C -4.297 -3.160 -6.975
H 1.976 -5.719 -6.693
C 1.114 5.854 3.911
H -0.192 -0.279 -6.122
C 1.166 -6.438 0.801
F -2.625 -4.106 -2.562
H 6.005 10.238 3.264
H 0.754 -5.236 6.817
C -0.841 -0.892 -1.924
C 1.026 -7.212 -0.346
H 1.157 0.688 -4.723
C 0.509 2.243 2.039
C 3.817 -3.830 6.423
C -4.844 -1.203 -5.679
C -4.693 -1.320 2.233
H -1.729 3.928 3.890
H 0.519 -4.421 4.492
C -0.826 1.051 -4.625
H 3.026 0.170 -3.389
N -0.326 1.358 -1.289
C -5.599 -1.563 4.453
C -1.399 0.616 -2.032
C 5.157 7.108 2.271
C 2.764 -4.506 7.033
F -0.479 -3.620 -2.879
H 4.741 -3.664 6.966
H 2.399 -3.229 3.401
H -2.343 2.134 8.409
H 4.693 6.586 1.441
H 2.241 3.326 2.944
C -5.119 -2.134 3.278
C -2.535 4.522 -10.649
O 2.847 0.058 -2.429
C -5.798 -1.501 -7.872
H 1.598 -9.023 -1.352
O 1.561 -3.677 -0.745
N -0.881 -0.259 -5.366
C 6.201 7.063 4.442
C -2.439 1.054 8.437
H -5.077 -3.213 3.177
C -3.145 -1.006 7.404
C 2.054 -4.726 -7.123
C -3.514 3.020 -8.522
N 0.568 1.405 -4.257
C 2.332 -4.574 -8.477
H -1.529 0.868 10.375
C 1.444 -4.256 5.034
H -6.187 0.195 -6.610
H -5.255 2.709 -9.743
C 1.217 3.595 2.498
C -4.161 -2.408 -5.813
H 1.829 -1.456 -6.244
H 1.373 4.352 1.649
C 3.683 -3.368 5.119
*
```

These are the Mulliken partial charges, in e, on atoms 1 to 4: 0.264 0.381 -0.186 0.397